(1)
Molecular formula: C22H38O10Pt
Method: DFT, ωB97M-V with the def2-TZVPD basis set

Values from the calculation:
**Lowest unoccupied orbital energy (spin up / spin down)**: 0.3 / 0.3 eV
**HOMO (spin up / spin down)**: -6.049 / -6.260 eV
**E**: -1732.53174 Eh
**Molecular weight**: 657.6 g/mol
**Multiplicity**: 3
**Gap between HOMO and LUMO (spin up / spin down)**: 0.2338 / 0.2415 Eh

XYZ file:
```
71
Properties=species:S:1:pos:R:3:forces:R:3:mulliken_charge:R:1
Pt 0.349 0.080 -0.071 -0.35 2.74 -0.15 4.7179
C 0.328 3.476 -1.911 0.67 1.39 2.33 -1.1361
C 1.570 2.593 -2.157 -1.92 -0.24 -0.45 0.5477
C 2.966 3.175 -1.887 0.14 0.67 -0.42 -1.2821
O 1.305 1.330 -1.674 0.68 -0.83 0.49 -0.7708
H -0.630 2.959 -1.974 0.28 -0.18 -0.63 0.0212
H 0.323 4.481 -2.334 -0.02 -0.17 -1.06 0.4559
H 0.346 3.808 -0.873 -0.04 -0.34 0.75 0.2410
H 1.448 2.556 -3.240 0.88 -0.43 -0.85 0.0524
H 3.299 3.362 -0.866 -0.42 -0.43 0.39 0.1359
H 3.094 4.149 -2.359 -0.45 0.38 -0.16 0.4598
H 3.749 2.618 -2.401 -0.14 -0.62 0.22 0.3116
C -1.045 3.162 2.743 0.48 -0.37 0.70 -1.4191
C -0.979 1.588 2.882 0.49 0.81 -2.78 0.2942
C -2.415 1.175 2.811 -0.98 -1.16 -0.69 -0.9219
O -0.131 0.975 1.871 -0.71 0.74 2.03 -1.0116
H -0.070 3.649 2.724 0.13 -0.13 0.15 0.2674
H -1.641 3.593 3.547 0.21 -0.04 0.57 0.4350
H -1.589 3.555 1.884 0.10 -0.76 -0.58 0.3263
H -0.676 1.202 3.855 0.75 0.61 0.37 0.1560
H -2.456 0.086 2.814 -0.12 -0.29 0.00 -0.1415
H -2.882 1.489 1.878 0.02 0.10 -0.10 0.0993
H -3.046 1.516 3.632 0.16 0.25 0.21 0.5303
O 0.467 -1.666 -1.549 2.47 -2.68 -2.13 -0.7920
C 1.186 -2.440 -2.189 1.29 2.06 2.23 0.2304
O 2.566 -2.733 -1.959 -1.25 1.50 0.87 -0.3578
C 3.189 -3.442 -3.058 -0.25 1.16 0.91 -0.3701
C 2.045 -3.982 -3.783 -1.03 -1.77 -1.01 -0.5691
C 0.828 -3.146 -3.380 -0.31 -1.48 -2.77 -0.4268
H 3.839 -4.219 -2.654 0.14 0.41 0.05 0.3143
H 3.678 -2.806 -3.795 0.70 0.65 0.94 0.2368
H 1.999 -5.030 -3.488 -0.72 -0.14 -0.49 0.2442
H 2.276 -3.851 -4.840 -0.49 -0.68 -0.12 0.3216
H -0.103 -3.710 -3.328 0.05 0.13 0.21 0.3548
H 0.727 -2.443 -4.207 -0.47 0.48 0.27 0.2502
O 2.279 -0.251 0.726 4.25 0.42 0.69 -0.6448
C 3.188 0.469 1.158 -1.68 0.16 1.05 0.2367
O 4.508 0.180 1.225 -1.05 -2.08 -1.80 -0.4493
C 5.234 1.029 2.080 -0.66 0.76 0.65 -0.4847
C 4.349 2.271 2.127 1.43 1.26 -0.33 -0.6062
C 2.982 1.758 1.955 -1.01 -1.10 -0.96 0.0691
H 6.205 1.236 1.630 -0.01 -0.29 0.27 0.3685
H 5.273 0.519 3.042 0.49 0.08 0.11 0.2686
H 4.640 2.831 1.238 -0.14 0.31 -0.09 0.1616
H 4.480 2.952 2.968 0.15 -0.31 0.15 0.3943
H 2.300 2.376 1.371 -0.22 0.06 0.49 0.0976
H 2.552 1.405 2.893 -0.47 0.28 -0.01 0.2322
O -0.077 -1.846 0.934 -1.96 -1.95 1.52 -0.6427
C -1.011 -2.401 1.478 -0.63 0.56 -0.40 0.1448
O -2.351 -2.266 1.039 1.40 -0.79 0.09 -0.1676
C -3.286 -2.924 1.941 0.80 0.29 -0.28 -0.5648
C -2.414 -3.402 3.097 -0.95 0.64 2.65 -0.6063
C -0.964 -3.248 2.767 0.81 0.12 -2.76 -0.5980
H -3.875 -3.772 1.592 0.56 -0.10 -1.18 0.3275
H -4.052 -2.173 2.135 0.33 0.17 0.64 0.3204
H -2.638 -4.414 3.433 -0.12 0.03 -0.26 0.4273
H -2.689 -2.760 3.934 0.19 -0.03 0.31 0.2215
H -0.556 -4.221 2.495 0.07 -0.11 -0.30 0.3338
H -0.135 -2.802 3.316 -0.84 0.28 0.93 0.3523
O -1.608 0.544 -0.930 -1.06 -0.13 0.97 -1.2651
C -2.789 0.350 -1.109 3.08 0.78 -2.60 0.1463
O -3.757 0.189 -0.285 1.89 0.30 2.82 -0.2635
C -4.909 -0.081 -0.940 -3.49 -0.66 -0.36 -0.5507
C -4.760 0.339 -2.419 -0.23 0.23 -0.51 -0.5214
C -3.263 0.359 -2.518 0.10 -0.75 -0.73 -0.2506
H -5.666 0.338 -0.277 -0.50 0.52 -0.73 0.4009
H -5.110 -1.149 -0.845 0.15 -0.33 -0.41 0.2174
H -5.117 1.302 -2.785 -0.62 0.03 0.76 0.2477
H -5.138 -0.421 -3.103 -0.37 0.08 0.26 0.3199
H -2.755 1.165 -3.047 -0.30 -0.04 -0.03 0.3775
H -2.982 -0.587 -2.981 0.63 0.03 0.05 0.1442
```
Forces are in eV/Å.

(2)
Molecular formula: C5H8FNS
Method: DFT, ωB97M-V with the def2-TZVPD basis set

Values from the calculation:
**Lowest unoccupied orbital energy**: 0.6 eV
**HOMO**: -8.590 eV
**Structure (SMILES)**: F[C@@H]1[C@H]2CNC[C@@]12S
**E**: -748.02509 Eh
**Molecular weight**: 133.2 g/mol
**Energy above the lowest of the compared OMol25 structures with the same formula, charge and spin**: 50.7 kcal per mole
**Gap between HOMO and LUMO**: 0.3376 Eh

XYZ file:
```
16
Properties=species:S:1:pos:R:3:forces:R:3:mulliken_charge:R:1
F 2.068 1.939 -0.487 -1.12 -1.26 -0.36 -0.3214
C 0.869 1.185 -0.518 0.75 1.27 0.60 0.1822
C 0.297 0.784 0.776 -1.78 -1.77 -1.30 -0.3915
C -1.270 0.558 0.762 1.78 0.58 0.66 -0.7123
N -1.645 -0.094 -0.488 1.89 -1.72 -0.48 -0.4732
C -0.410 -0.907 -0.858 -1.57 -3.01 -2.95 -0.6507
C 0.765 -0.295 -0.339 2.52 2.64 3.61 0.1700
S 2.367 -0.872 0.143 0.40 -3.39 0.82 -0.2727
H 0.196 1.538 -1.263 -0.30 0.67 -0.50 0.3547
H 0.928 0.697 1.669 -0.66 0.49 -0.41 0.3884
H -1.447 -0.035 1.634 -0.42 -0.53 0.71 0.3178
H -1.798 1.475 0.853 -0.56 0.87 0.14 0.4098
H -2.342 -0.835 -0.344 -0.01 0.86 0.12 0.2864
H -0.443 -2.012 -0.560 -0.17 1.40 0.13 0.3081
H -0.274 -1.003 -1.981 -0.69 0.32 0.89 0.2684
H 2.140 -2.124 1.000 -0.05 2.58 -1.69 0.1360
```
Forces are in eV/Å.

(3)
Molecular formula: C3H6O
Method: DFT, ωB97M-V with the def2-TZVPD basis set

Values from the calculation:
**Lowest unoccupied orbital energy**: 0.9 eV
**HOMO**: -9.204 eV
**Structure (SMILES)**: OC1CC1
**E**: -193.02939 Eh
**Molecular weight**: 58.1 g/mol
**Energy above the lowest of the compared OMol25 structures with the same formula, charge and spin**: 71.4 kcal per mole
**Gap between HOMO and LUMO**: 0.3710 Eh

XYZ file:
```
10
Properties=species:S:1:pos:R:3:forces:R:3:mulliken_charge:R:1
O -0.045 1.767 0.377 -4.52 -1.48 3.44 -0.5179
C 0.412 0.460 0.527 -0.80 -4.10 -1.42 -0.1338
C -0.660 -0.639 -0.078 2.63 0.90 2.17 -0.7740
C 0.556 -0.367 -0.801 3.86 -2.23 3.97 -0.3846
H -1.027 1.540 0.949 4.18 2.17 -2.62 0.3838
H 0.956 0.051 1.461 -0.86 1.28 -1.57 0.2661
H -1.394 -0.207 -0.604 -3.54 1.34 -0.92 0.3742
H -0.756 -1.565 0.439 -0.33 -0.47 0.03 0.2725
H 1.271 -1.240 -0.629 -0.43 1.54 -0.86 0.1690
H 0.686 0.200 -1.642 -0.19 1.05 -2.22 0.3447
```
Forces are in eV/Å.

(4)
Molecular formula: C12H19NSiSm
Method: DFT, ωB97M-V with the def2-TZVPD basis set

Values from the calculation:
**Charge**: -1
**Lowest unoccupied orbital energy (spin up / spin down)**: 2.7 / 2.8 eV
**HOMO (spin up / spin down)**: -2.446 / -2.944 eV
**E**: -1470.67635 Eh
**Molecular weight**: 355.7 g/mol
**Multiplicity**: 6
**Gap between HOMO and LUMO (spin up / spin down)**: 0.1902 / 0.2107 Eh

XYZ file:
```
34
Properties=species:S:1:pos:R:3:forces:R:3:mulliken_charge:R:1
C -0.477 1.152 -4.437 0.12 0.60 0.79 -0.5537
C 0.911 1.135 -4.092 -0.48 0.22 0.56 -0.4985
C 1.080 1.823 -2.849 -0.63 0.05 -0.25 -0.4194
C -0.211 2.291 -2.427 0.17 -0.54 -0.91 -0.6956
C -1.173 1.881 -3.419 0.82 0.08 -0.09 -0.3459
Sm -0.722 -0.369 -2.001 -5.12 4.45 -1.18 0.7136
N -2.929 -0.637 -2.623 3.52 0.03 1.04 -0.6824
C 0.373 -2.294 -2.348 1.17 -2.05 -2.14 -0.1935
C 1.562 -1.857 -2.879 -0.83 -1.77 0.82 -0.4771
H 2.034 2.051 -2.365 -0.45 -0.25 -0.12 0.3372
H 1.710 0.746 -4.720 -0.17 0.02 0.23 0.5522
H -0.412 2.858 -1.519 0.01 -0.12 -0.28 0.4491
H -2.252 2.040 -3.389 0.43 -0.14 0.06 0.3239
H -0.916 0.754 -5.353 0.10 0.04 0.47 0.3376
H 1.765 -1.747 -3.971 -0.34 -0.53 1.13 0.2513
H -0.039 -2.099 -1.298 2.15 -2.52 -0.26 0.3618
H -3.318 -1.577 -2.528 -0.33 -0.21 0.00 -0.0337
H 2.390 -1.959 -2.186 0.34 1.42 -0.02 0.2507
H -0.321 -2.756 -3.087 -0.28 0.97 0.57 0.1919
C -1.410 0.895 4.054 -0.17 -0.04 -0.27 -0.9581
Si 0.119 -0.060 3.467 -0.29 -0.68 -0.24 0.2227
C 1.540 0.896 4.297 0.26 -0.03 -0.39 -0.9677
C 0.055 -1.765 4.261 0.03 0.00 0.22 -1.0235
C 0.144 -0.591 1.668 0.09 0.76 -0.09 -1.0992
C 0.068 -0.965 0.486 -0.20 0.66 0.74 0.3672
H -1.417 0.917 5.156 0.09 -0.04 -0.27 0.2631
H -2.332 0.399 3.725 0.16 0.12 0.04 0.2833
H -1.444 1.936 3.704 0.05 -0.25 0.01 0.3098
H 1.399 0.824 5.386 -0.05 -0.07 -0.27 0.2642
H 2.521 0.470 4.058 -0.11 0.04 0.05 0.2857
H 1.579 1.966 4.050 -0.10 -0.25 -0.07 0.3081
H -0.856 -2.275 3.919 0.21 0.08 0.10 0.2845
H 0.915 -2.346 3.900 -0.18 0.06 0.15 0.2816
H 0.066 -1.734 5.358 0.00 -0.09 -0.12 0.3088
```
Forces are in eV/Å.

(5)
Molecular formula: INO2
Method: DFT, ωB97M-V with the def2-TZVPD basis set

Values from the calculation:
**Lowest unoccupied orbital energy (spin up / spin down)**: -1.3 / -2.9 eV
**HOMO (spin up / spin down)**: -10.124 / -9.781 eV
**E**: -502.77871 Eh
**Molecular weight**: 172.9 g/mol
**Energy above the lowest of the compared OMol25 structures with the same formula, charge and spin**: 14.9 kcal per mole
**Gap between HOMO and LUMO (spin up / spin down)**: 0.3243 / 0.2546 Eh

XYZ file:
```
4
Properties=species:S:1:pos:R:3:forces:R:3:mulliken_charge:R:1
N -0.290 -0.178 -0.023 -2.45 -1.65 -0.24 0.8397
O -0.857 0.840 0.009 0.41 1.53 0.11 -0.4208
O 0.772 -0.654 0.018 2.09 0.07 0.12 -0.4216
I 3.636 0.042 0.000 -0.04 0.05 0.01 0.0027
```
Forces are in eV/Å.

(6)
Molecular formula: C5H11O3
Method: DFT, ωB97M-V with the def2-TZVPD basis set

Values from the calculation:
**Charge**: -1
**Lowest unoccupied orbital energy**: 3.9 eV
**HOMO**: -4.257 eV
**E**: -422.87993 Eh
**Molecular weight**: 119.1 g/mol
**Energy above the lowest of the compared OMol25 structures with the same formula, charge and spin**: 21.2 kcal per mole
**Gap between HOMO and LUMO**: 0.2989 Eh

XYZ file:
```
19
Properties=species:S:1:pos:R:3:forces:R:3:mulliken_charge:R:1
C 2.259 -0.065 0.777 0.40 0.02 -1.14 0.5174
C 1.291 0.555 1.766 -0.73 0.78 0.13 -1.0143
C 2.766 -1.452 1.279 -1.02 1.59 -0.11 -1.2566
O 1.732 -0.214 -0.550 0.03 -0.23 -0.14 -0.5984
H 3.104 0.617 0.577 0.16 -0.25 0.67 0.1601
H 1.339 0.155 2.790 -0.01 -0.14 -0.41 0.2884
H 1.856 -2.056 1.310 0.31 -0.40 -0.08 0.2687
H 3.537 -1.839 0.622 -0.03 -0.24 0.03 0.3433
H 3.108 -1.285 2.300 0.35 -0.33 0.04 0.3449
H 0.795 0.076 -0.732 0.30 -0.20 0.95 0.5032
H 0.292 0.476 1.342 -0.26 -0.60 0.30 0.2474
H 1.356 1.646 1.864 0.59 -0.08 -0.10 0.3141
C -3.376 -0.040 -0.206 2.44 -1.52 -0.58 -0.8965
C -1.978 0.324 -1.043 -3.22 0.43 1.19 0.4075
O -0.908 0.252 -0.419 0.63 -0.08 -0.19 -0.6826
O -2.295 0.686 -2.180 1.13 0.06 -0.61 -0.7035
H -3.970 -0.419 -1.021 -0.79 0.21 0.04 0.2731
H -3.801 0.773 0.354 -0.16 0.48 0.00 0.2290
H -3.168 -0.897 0.464 -0.11 0.47 0.01 0.2548
```
Forces are in eV/Å.